Version P
DFT (ωB97M-V/def2-TZVPD) results for a 2-piece molecular cluster, C4H12 overall.

XYZ file:
```
16
C4H12 (ωB97M-V/def2-TZVPD)
C 0.525 -2.632 0.554
C -1.127 2.378 -0.621
C 1.055 -1.961 -0.712
C -0.501 1.976 0.747
H -0.698 3.453 -0.888
H -2.247 2.601 -0.495
H 2.093 -2.223 -0.833
H 1.173 -2.521 1.348
H 0.286 -3.621 0.487
H 1.006 -0.811 -0.641
H -0.881 0.996 1.105
H -0.405 -2.112 0.876
H 0.529 -1.898 -1.679
H -0.767 1.649 -1.368
H 0.530 1.929 0.607
H -0.571 2.797 1.512
```

LUMO in eV: 1.07
SMILES: CC.CC
Orbital gap in Eh: 0.4585

These are the natural (NBO) partial charges, in e, on atoms 1 to 5: -0.60, -0.61, -0.62, -0.61, 0.20

Version Q
DFT (ωB97M-V/def2-TZVPD) results for a 2-piece molecular cluster, C4H12 overall.

XYZ file:
```
16
C4H12 (ωB97M-V/def2-TZVPD)
C 1.938 -0.104 -1.281
C -0.690 -0.043 2.185
C -1.862 0.240 1.212
C 0.644 -0.106 -2.101
H 0.693 -0.833 -2.916
H 0.442 0.817 -2.656
H -1.518 0.793 0.343
H -2.601 0.843 1.752
H -0.211 -0.284 -1.458
H -2.373 -0.673 0.911
H 2.688 0.547 -1.728
H 0.082 -0.665 1.745
H 2.311 -1.129 -1.250
H -0.231 0.906 2.446
H 1.791 0.252 -0.255
H -1.103 -0.561 3.051
```

LUMO in eV: 1.16
SMILES: CC.CC
Orbital gap in Eh: 0.4761

These are the natural (NBO) partial charges, in e, on atoms 1 to 5: -0.61, -0.60, -0.60, -0.61, 0.20

Version R
DFT (ωB97M-V/def2-TZVPD) results for a 2-piece molecular cluster, C4H12 overall.

XYZ file:
```
16
C4H12 (ωB97M-V/def2-TZVPD)
C 1.811 1.720 1.465
C 1.605 0.875 0.256
C -1.120 -1.172 -0.340
C -2.293 -1.411 -1.468
H 0.522 0.547 0.275
H 1.058 1.808 2.238
H 2.562 1.412 2.163
H -3.286 -1.176 -1.091
H -0.814 -0.127 -0.176
H 2.071 -0.084 0.425
H 1.996 1.269 -0.730
H -2.139 -2.460 -1.801
H -2.225 -0.633 -2.229
H -1.471 -1.453 0.737
H -0.401 -1.890 -0.585
H 2.105 2.714 1.296
```

LUMO in eV: 1.14
SMILES: CC.CC
Orbital gap in Eh: 0.4410

These are the natural (NBO) partial charges, in e, on atoms 1 to 5: -0.63, -0.62, -0.60, -0.62, 0.21

Version S
DFT (ωB97M-V/def2-TZVPD) results for a 2-piece molecular cluster, C4H12 overall.

XYZ file:
```
16
C4H12 (ωB97M-V/def2-TZVPD)
C 1.661 0.673 -0.256
C 2.357 2.022 0.112
C -2.676 -1.579 0.098
C -1.220 -1.203 0.022
H 1.569 2.918 0.327
H -3.543 -0.968 -0.469
H -0.914 -0.163 -0.276
H 2.319 -0.107 -0.862
H -0.633 -1.852 -0.624
H 0.637 0.893 -0.673
H -0.968 -1.217 1.061
H 3.081 2.077 0.866
H -2.787 -2.689 -0.228
H 1.291 0.068 0.548
H 2.989 2.265 -0.732
H -3.164 -1.137 1.086
```

LUMO in eV: 1.07
SMILES: CC.CC
Orbital gap in Eh: 0.4291

These are the natural (NBO) partial charges, in e, on atoms 1 to 5: -0.63, -0.61, -0.64, -0.64, 0.20

version Q has the most favorable energy; the next structure is 21.0 kcal/mol above.

Version P
DFT (ωB97M-V/def2-TZVPD) results for a 2-piece molecular cluster, C4H12 overall.

XYZ file:
```
16
C4H12 (ωB97M-V/def2-TZVPD)
C 1.179 -1.080 2.593
C -1.188 -0.395 -2.078
C -1.138 1.117 -2.447
C 1.125 0.349 1.987
H 0.201 0.906 1.865
H 1.702 -1.043 3.548
H 1.767 1.048 2.527
H 1.779 -1.766 1.983
H -0.271 -0.906 -1.795
H -2.114 1.575 -2.271
H -0.955 1.089 -3.520
H 0.203 -1.560 2.627
H -1.593 -0.855 -2.970
H 1.711 0.324 1.075
H -1.997 -0.556 -1.357
H -0.357 1.712 -1.979
```

LUMO in eV: 1.11
SMILES: CC.CC
Orbital gap in Eh: 0.4627

These are the natural (NBO) partial charges, in e, on atoms 1 to 5: -0.62, -0.61, -0.61, -0.63, 0.21

Version Q
DFT (ωB97M-V/def2-TZVPD) results for a 2-piece molecular cluster, C4H12 overall.

XYZ file:
```
16
C4H12 (ωB97M-V/def2-TZVPD)
C 1.465 -2.304 0.473
C -1.258 2.426 -0.431
C 0.654 -1.265 1.104
C -0.907 1.143 -1.191
H 0.823 -1.264 2.212
H 1.036 -3.301 0.545
H -0.537 2.566 0.444
H 0.999 -0.279 0.554
H 2.522 -2.413 0.970
H -0.447 -1.428 1.023
H -2.270 2.344 0.016
H -1.303 1.035 -2.197
H 0.267 1.086 -1.344
H -1.324 0.350 -0.493
H 1.736 -2.075 -0.446
H -1.229 3.376 -1.007
```

LUMO in eV: 1.15
SMILES: CC.CC
Orbital gap in Eh: 0.4540

These are the natural (NBO) partial charges, in e, on atoms 1 to 5: -0.59, -0.61, -0.61, -0.61, 0.21

version P has the most favorable energy; the next structure is 11.6 kcal/mol above.

Version P
DFT (ωB97M-V/def2-TZVPD) results for a 2-piece molecular cluster, C4H12 overall.

XYZ file:
```
16
C4H12 (ωB97M-V/def2-TZVPD)
C 2.048 -2.215 0.331
C -1.014 2.348 -0.726
C 1.254 -1.434 1.418
C -2.096 1.319 -1.177
H -2.978 1.959 -1.291
H -1.450 3.338 -0.625
H 1.628 -3.222 0.207
H 1.418 -1.875 2.455
H 3.070 -2.090 0.652
H -0.187 2.240 -1.433
H 0.196 -1.650 1.447
H 1.743 -1.759 -0.617
H -0.675 2.153 0.274
H 1.422 -0.372 1.449
H -1.936 0.614 -1.983
H -2.443 0.646 -0.381
```

LUMO in eV: 1.04
SMILES: CC.CC
Orbital gap in Eh: 0.4600

These are the natural (NBO) partial charges, in e, on atoms 1 to 5: -0.62, -0.61, -0.61, -0.63, 0.21

Version Q
DFT (ωB97M-V/def2-TZVPD) results for a 2-piece molecular cluster, C4H12 overall.

XYZ file:
```
16
C4H12 (ωB97M-V/def2-TZVPD)
C 0.861 2.364 1.461
C -0.267 -2.046 -0.377
C 0.312 1.190 0.594
C -0.971 -1.587 -1.631
H -0.883 -2.300 -2.401
H -0.439 -0.728 -2.049
H -1.003 -2.058 0.606
H 1.100 3.262 0.877
H -0.796 1.459 0.422
H 0.173 -3.112 -0.639
H 0.314 2.489 2.293
H 1.781 1.894 1.863
H 0.547 -1.452 0.023
H 0.765 1.532 -0.393
H -1.992 -1.033 -1.387
H 0.499 0.127 0.739
```

LUMO in eV: 1.14
SMILES: CC.CC
Orbital gap in Eh: 0.4471

These are the natural (NBO) partial charges, in e, on atoms 1 to 5: -0.60, -0.61, -0.62, -0.64, 0.22

version P has the most favorable energy; the next structure is 22.1 kcal/mol above.

Version P
DFT (ωB97M-V/def2-TZVPD) results for a 2-piece molecular cluster, C4H12 overall.

XYZ file:
```
16
C4H12 (ωB97M-V/def2-TZVPD)
C 0.534 1.797 1.026
C 1.312 2.639 -0.037
C -0.867 -2.149 0.263
C -1.005 -2.300 -1.308
H -0.146 -1.820 -1.746
H 0.830 3.597 -0.065
H -0.846 -3.348 -1.573
H 0.977 1.679 2.010
H -1.409 -1.251 0.495
H -1.168 -3.116 0.681
H -0.456 2.201 1.206
H 2.250 2.780 0.451
H 1.195 2.211 -1.055
H 0.129 -1.996 0.679
H 0.630 0.726 0.816
H -1.940 -1.882 -1.651
```

LUMO in eV: 1.09
SMILES: CC.CC
Orbital gap in Eh: 0.4587

These are the natural (NBO) partial charges, in e, on atoms 1 to 5: -0.62, -0.62, -0.62, -0.61, 0.20

Version Q
DFT (ωB97M-V/def2-TZVPD) results for a 2-piece molecular cluster, C4H12 overall.

XYZ file:
```
16
C4H12 (ωB97M-V/def2-TZVPD)
C 1.427 0.255 0.341
C -2.137 0.528 -0.571
C 2.530 0.052 1.371
C -1.802 -0.857 -1.139
H 0.446 0.234 0.822
H -2.677 -1.314 -1.609
H -1.098 -0.814 -1.966
H -2.591 1.119 -1.379
H 2.527 0.790 2.173
H 2.539 -0.960 1.763
H 3.478 0.304 0.886
H -2.877 0.557 0.222
H -1.198 1.032 -0.363
H 1.457 1.276 -0.046
H -1.508 -1.441 -0.267
H 1.489 -0.488 -0.448
```

LUMO in eV: 1.16
SMILES: CC.CC
Orbital gap in Eh: 0.4673

These are the natural (NBO) partial charges, in e, on atoms 1 to 5: -0.61, -0.61, -0.61, -0.61, 0.20

Version R
DFT (ωB97M-V/def2-TZVPD) results for a 2-piece molecular cluster, C4H12 overall.

XYZ file:
```
16
C4H12 (ωB97M-V/def2-TZVPD)
C 1.041 1.008 -2.697
C -1.299 -0.579 2.614
C 1.008 0.589 -1.254
C -0.619 -1.075 1.322
H -1.208 0.534 2.734
H 0.415 1.958 -3.040
H 1.030 -0.484 -1.010
H 0.510 0.294 -3.350
H 1.949 1.255 -3.075
H -1.053 -1.043 3.546
H -0.619 -2.224 1.317
H 0.397 -0.801 1.173
H 0.099 0.976 -0.689
H -2.416 -0.611 2.588
H -1.178 -0.750 0.418
H 1.941 0.952 -0.596
```

LUMO in eV: 1.12
SMILES: CC.CC
Orbital gap in Eh: 0.4539

These are the natural (NBO) partial charges, in e, on atoms 1 to 5: -0.62, -0.62, -0.63, -0.61, 0.20

Version S
DFT (ωB97M-V/def2-TZVPD) results for a 2-piece molecular cluster, C4H12 overall.

XYZ file:
```
16
C4H12 (ωB97M-V/def2-TZVPD)
C 1.519 1.040 -0.276
C 2.557 1.815 -1.036
C -1.248 -1.419 0.865
C -2.757 -1.386 0.536
H 1.423 0.145 -0.918
H -3.299 -2.058 1.296
H 0.560 1.488 -0.239
H 2.449 2.876 -0.573
H -2.964 -1.763 -0.494
H -0.735 -1.644 -0.137
H 2.360 1.982 -2.091
H 3.578 1.429 -0.902
H -3.293 -0.359 0.651
H 1.780 0.649 0.662
H -0.965 -2.256 1.541
H -0.967 -0.540 1.116
```

LUMO in eV: 1.11
SMILES: CC.CC
Orbital gap in Eh: 0.4462

These are the natural (NBO) partial charges, in e, on atoms 1 to 5: -0.61, -0.60, -0.59, -0.62, 0.19

version Q has the most favorable energy; the next structure is 14.6 kcal/mol above.